DFT (the ωB97M-V functional and the def2-TZVPD basis) results for C8H9NO6Pb as an isolated structure at a distorted geometry.

Each line ends with the Löwdin charge.
CARTESIAN COORDINATES (ANGSTROEM)
Pb 0.102 0.573 -0.904  1.33
C 0.278 1.631 1.495  -0.11
O 0.306 1.661 2.636  0.18
C 0.139 3.236 -0.580  -0.09
O 0.145 4.371 -0.455  0.18
C -2.314 1.109 0.014  -0.04
O -3.438 1.000 0.182  0.18
C 2.610 1.062 -0.102  -0.03
O 3.736 1.009 0.105  0.18
C 0.142 -0.611 -4.803  -0.10
H 1.084 -1.173 -4.676  0.06
H -0.797 -1.174 -4.653  0.06
C 0.138 0.697 -5.114  -0.09
H -0.803 1.262 -5.232  0.06
H 1.077 1.260 -5.256  0.06
N 0.097 -1.477 3.744  0.20
C -0.903 -1.344 2.673  -0.06
C -0.095 -1.953 1.497  -0.58
O 0.532 -2.984 1.800  0.08
O -0.080 -1.324 0.362  -0.27
H 0.406 -2.467 3.701  0.18
H -0.243 -1.210 4.658  0.18
H 0.902 -0.884 3.525  0.17
H -1.801 -1.950 2.905  0.17
H -1.223 -0.320 2.478  0.09

**Total charge**: +2
**Orbital gap**: 0.2602 Ha
**E_HOMO**: -0.57024 Eh
**Energy relative to the best compared isomer or geometry (same formula, charge and spin)**: 0.586 eV

***

DFT (the ωB97M-V functional and the def2-TZVPD basis) results for C21H31F6N3O6PRhS6 as an isolated structure at a distorted geometry.

Each line ends with the Löwdin charge.
CARTESIAN COORDINATES (ANGSTROEM)
Rh 0.234 -1.385 0.758  0.53
O 5.247 -1.885 5.402  -0.13
C 4.349 -1.816 4.589  -1.06
S 4.596 -1.837 2.843  0.93
C 2.907 -1.702 2.380  -1.11
C 2.006 -1.620 3.370  -1.15
S 0.299 -1.432 3.120  0.52
S 2.644 -1.661 5.006  0.93
S 2.520 -1.680 0.678  0.56
C -0.695 -0.834 -3.411  -0.07
C 0.210 -0.622 -2.197  -0.61
C 1.680 -0.737 -2.602  -0.08
O -0.147 -1.560 -1.235  -0.38
H -0.481 -0.109 -4.203  0.06
H -1.740 -0.725 -3.111  0.06
H -0.554 -1.845 -3.809  0.07
H 0.036 0.400 -1.847  0.04
H 1.884 -1.732 -3.010  0.07
H 2.321 -0.585 -1.732  0.01
H 1.941 0.014 -3.358  0.06
C -4.213 1.999 0.950  -0.08
N -3.756 0.647 0.678  -0.06
C -4.501 -0.233 -0.018  -0.08
C -4.121 -1.518 -0.152  -0.01
C -2.857 -1.885 0.425  -0.36
N -2.043 -0.987 0.964  0.11
C -2.520 0.266 1.264  -0.54
O -1.995 1.050 2.019  0.00
N -2.480 -3.159 0.455  0.17
H -5.219 2.111 0.547  0.08
H -3.533 2.717 0.494  -0.02
H -4.222 2.170 2.027  0.09
H -5.423 0.149 -0.437  0.12
H -4.721 -2.237 -0.688  0.09
H -3.001 -3.825 -0.087  0.09
H -1.478 -3.367 0.676  0.02
C -0.821 5.660 0.712  -0.08
C -0.176 4.854 1.829  -0.46
C 1.260 5.275 2.100  -0.05
O -0.246 3.439 1.641  -0.30
P -0.024 2.573 0.313  0.00
S -1.600 2.585 -0.873  0.34
S 0.967 0.900 0.826  0.43
O 1.164 3.463 -0.366  -0.36
C 1.702 3.012 -1.623  -0.51
C 3.172 2.702 -1.430  -0.05
C 1.442 4.098 -2.650  -0.06
H -0.862 6.711 1.012  0.07
H -1.829 5.302 0.512  0.06
H -0.246 5.577 -0.210  0.06
H -0.757 5.009 2.743  0.14
H 1.866 5.162 1.202  0.07
H 1.687 4.652 2.886  0.09
H 1.284 6.320 2.423  0.07
H 1.180 2.099 -1.923  0.08
H 3.705 3.596 -1.095  0.08
H 3.612 2.364 -2.372  0.08
H 3.289 1.914 -0.686  0.06
H 1.933 5.027 -2.348  0.08
H 0.369 4.273 -2.734  0.06
H 1.831 3.800 -3.626  0.08
C -0.595 -4.544 -1.320  0.01
C 0.150 -4.614 0.024  -0.43
O -0.022 -3.555 0.869  -0.28
C 1.640 -4.920 -0.318  -0.56
F 1.778 -6.178 -0.848  0.10
F 2.452 -4.881 0.736  0.14
F 2.108 -4.099 -1.263  0.12
C -0.399 -5.847 0.807  -0.54
F -0.478 -6.987 0.073  0.11
F 0.307 -6.146 1.903  0.16
F -1.669 -5.610 1.214  0.12
H -0.356 -3.581 -1.768  0.07
H -1.672 -4.576 -1.152  0.07
H -0.318 -5.376 -1.969  0.09

**Total charge**: -2
**Orbital gap**: 0.1961 Ha
**E_HOMO**: -0.03818 Eh
**Energy relative to the best compared isomer or geometry (same formula, charge and spin)**: 0.261 eV

***

DFT (the ωB97M-V functional and the def2-TZVPD basis) results for C42H56GeNO4P2RbSi3 as an isolated structure.

Each line ends with the Mulliken spin population.
CARTESIAN COORDINATES (ANGSTROEM)
Rb -0.130 -0.819 -0.180  0.03
O -3.445 -2.838 3.013  0.00
C -2.473 -2.221 2.338  -0.04
O -1.995 -2.662 1.320  -0.01
C -2.061 -0.917 2.963  -0.02
C -2.884 -0.258 3.860  0.19
C -2.484 1.022 4.277  -0.04
C -1.311 1.552 3.815  0.21
C -0.490 0.775 2.946  0.12
N -0.900 -0.452 2.522  0.22
C 0.778 1.193 2.490  0.22
O 1.278 2.423 2.745  0.07
O 1.576 0.423 1.800  0.02
H -3.668 -3.650 2.534  0.00
H -3.810 -0.700 4.192  -0.01
H -3.103 1.586 4.961  0.00
H -1.005 2.534 4.156  0.01
H 0.610 2.993 3.141  -0.01
C -2.028 1.628 -3.357  0.00
C -3.200 0.635 -3.304  0.00
P -3.069 -0.669 -1.979  0.00
C -3.994 -2.087 -2.677  0.00
C -4.633 -2.951 -1.784  0.00
C -5.266 -4.097 -2.235  0.00
C -5.263 -4.408 -3.588  0.00
C -4.616 -3.570 -4.481  0.00
C -3.982 -2.420 -4.028  0.00
C -4.292 0.015 -0.792  -0.01
C -3.831 0.630 0.367  -0.01
C -4.708 1.264 1.237  0.01
C -6.064 1.275 0.960  0.00
C -6.541 0.657 -0.191  0.00
C -5.662 0.036 -1.062  0.00
P -1.273 2.188 -1.759  0.00
C -2.525 3.276 -0.999  0.00
C -3.750 3.601 -1.569  0.00
C -4.661 4.392 -0.880  0.00
C -4.349 4.878 0.380  0.00
C -3.122 4.570 0.954  0.00
C -2.224 3.766 0.274  0.00
C -0.073 3.400 -2.422  0.00
C 1.284 3.101 -2.343  0.00
C 2.233 3.970 -2.866  0.00
C 1.827 5.152 -3.465  0.00
C 0.475 5.466 -3.538  0.00
C -0.470 4.596 -3.019  0.00
H -2.306 2.502 -3.953  0.00
H -1.183 1.165 -3.875  0.00
H -3.276 0.149 -4.275  0.00
H -4.145 1.155 -3.144  0.00
H -4.641 -2.717 -0.726  0.00
H -5.765 -4.749 -1.530  0.00
H -5.761 -5.301 -3.943  0.00
H -4.602 -3.807 -5.537  0.00
H -3.474 -1.793 -4.750  0.00
H -2.765 0.655 0.565  -0.01
H -4.326 1.760 2.120  0.01
H -6.753 1.769 1.634  0.00
H -7.601 0.665 -0.412  0.00
H -6.042 -0.441 -1.958  0.00
H -4.008 3.242 -2.558  0.00
H -5.615 4.631 -1.332  0.00
H -5.058 5.498 0.913  0.00
H -2.871 4.957 1.934  0.00
H -1.269 3.514 0.727  0.00
H 1.604 2.184 -1.859  0.00
H 3.285 3.728 -2.800  0.00
H 2.562 5.835 -3.870  0.00
H 0.159 6.393 -3.998  0.00
H -1.522 4.854 -3.067  0.00
C 4.765 2.172 2.168  0.00
Si 4.494 0.880 3.492  0.00
C 3.832 1.666 5.058  0.00
C 6.078 -0.048 3.869  0.00
Ge 2.873 -0.705 2.693  0.02
Si 3.632 -2.103 0.893  0.00
C 5.179 -2.956 1.513  0.00
C 4.002 -1.015 -0.590  0.00
C 2.413 -3.450 0.405  0.00
Si 1.811 -1.914 4.482  0.00
C 0.776 -0.841 5.621  0.01
C 0.778 -3.349 3.860  0.00
C 3.294 -2.561 5.437  0.00
H 5.452 2.946 2.520  0.00
H 3.820 2.650 1.906  0.00
H 5.188 1.735 1.262  0.00
H 4.551 2.398 5.435  0.00
H 3.660 0.931 5.846  0.00
H 2.894 2.187 4.861  0.00
H 6.767 0.623 4.389  0.00
H 6.575 -0.390 2.961  0.00
H 5.910 -0.912 4.514  0.00
H 5.961 -2.246 1.783  0.00
H 5.574 -3.611 0.733  0.00
H 4.969 -3.575 2.388  0.00
H 4.801 -0.307 -0.356  0.00
H 3.133 -0.425 -0.890  0.00
H 4.321 -1.611 -1.448  0.00
H 2.032 -3.985 1.275  0.00
H 2.938 -4.175 -0.224  0.00
H 1.552 -3.113 -0.175  0.00
H -0.224 -0.677 5.221  0.00
H 1.231 0.130 5.822  0.00
H 0.673 -1.366 6.574  0.00
H 0.120 -3.045 3.044  0.00
H 0.157 -3.741 4.670  0.00
H 1.409 -4.166 3.505  0.00
H 3.852 -1.743 5.898  0.00
H 3.986 -3.120 4.803  0.00
H 2.966 -3.230 6.237  0.00

**Total charge**: +1
**Orbital gap (alpha / beta)**: 0.2464 / 0.2768 Ha
**E_HOMO (alpha / beta)**: -0.32980 / -0.37853 Eh
**2S+1**: 2
**Energy relative to the best compared isomer or geometry (same formula, charge and spin)**: 0.089 eV

***

DFT (the ωB97M-V functional and the def2-TZVPD basis) results for an isolated ion of composition C24H37O2Si2 and charge +1 at a distorted geometry.

Each line ends with the Löwdin charge.
CARTESIAN COORDINATES (ANGSTROEM)
C 2.252 3.554 0.383  -0.14
Si 2.415 2.494 -1.125  0.48
C 2.568 3.609 -2.612  -0.15
C 3.704 1.178 -1.195  -0.14
O 0.884 1.710 -1.138  -0.02
C -0.072 0.870 -0.875  -0.31
C 0.212 -0.606 -0.677  -0.23
C -0.941 -1.324 -1.367  -0.02
O -1.284 1.262 -1.021  0.01
Si -1.952 2.862 -1.792  0.62
C -2.979 3.479 -0.389  -0.15
C -0.672 4.112 -2.294  -0.17
C -2.904 2.473 -3.350  -0.15
H 3.254 3.859 0.717  0.05
H 1.676 4.462 0.156  0.04
H 1.752 3.028 1.205  0.04
H 3.504 4.185 -2.514  0.06
H 2.634 3.030 -3.543  0.05
H 1.757 4.336 -2.727  0.01
H 4.669 1.613 -0.897  0.06
H 3.495 0.330 -0.536  0.02
H 3.810 0.805 -2.223  0.06
H 1.094 -0.765 -1.300  0.14
H -0.826 -2.415 -1.390  0.11
H -1.879 -1.088 -0.856  0.09
H -0.966 -0.968 -2.403  0.10
H -3.613 4.310 -0.738  0.05
H -3.625 2.685 0.007  0.05
H -2.339 3.853 0.420  0.05
H -1.207 5.032 -2.584  0.07
H 0.014 4.386 -1.486  0.02
H -0.106 3.784 -3.172  0.04
H -3.441 3.384 -3.655  0.06
H -2.248 2.191 -4.183  0.04
H -3.645 1.678 -3.204  0.04
C 3.493 -6.020 1.145  -0.05
C 2.776 -4.701 1.082  -0.28
C 3.236 -3.642 0.290  -0.03
C 2.488 -2.458 0.189  -0.03
C 1.290 -2.289 0.907  -0.15
C 0.443 -1.014 0.748  -0.18
C -0.901 -1.099 1.487  -0.21
C -1.337 -0.026 2.270  -0.03
C -2.581 -0.070 2.890  -0.03
C -3.413 -1.184 2.764  -0.28
C -4.801 -1.175 3.309  -0.05
C -2.946 -2.287 2.053  -0.02
C -1.724 -2.230 1.398  -0.07
C 0.960 -3.303 1.836  -0.03
C 1.632 -4.515 1.857  -0.03
H 2.777 -6.824 1.377  0.08
H 3.997 -6.257 0.200  0.08
H 4.254 -6.049 1.942  0.09
H 4.173 -3.731 -0.259  0.12
H 2.841 -1.650 -0.457  0.08
H 0.990 -0.211 1.274  0.15
H -0.678 0.840 2.423  0.12
H -2.941 0.781 3.473  0.12
H -5.158 -2.190 3.489  0.08
H -4.854 -0.621 4.248  0.08
H -5.482 -0.700 2.592  0.09
H -3.544 -3.192 1.992  0.12
H -1.380 -3.098 0.824  0.12
H 0.134 -3.153 2.527  0.11
H 1.259 -5.321 2.487  0.12

**Total charge**: +1
**Orbital gap**: 0.2991 Ha
**E_HOMO**: -0.40703 Eh

***

DFT (the ωB97M-V functional and the def2-TZVPD basis) results for CH7N6 as an isolated structure at a distorted geometry.

Each line ends with the Löwdin charge.
CARTESIAN COORDINATES (ANGSTROEM)
C -1.123 1.147 -0.090  -0.29
N -2.147 -1.976 0.280  0.20
N -1.208 -2.098 -0.323  -0.31
N -0.022 0.759 -0.097  0.21
N -0.183 -1.937 -0.945  0.07
N -2.258 1.686 -0.034  0.17
N 2.441 0.214 0.458  0.14
H 1.185 0.462 0.202  0.05
H 0.269 -2.713 -1.446  0.10
H -3.113 1.469 -0.574  0.16
H -2.374 2.390 0.780  0.20
H 3.046 -0.498 0.021  0.12
H 2.476 0.056 1.448  0.09
H 3.010 1.037 0.320  0.10

**Total charge**: +1
**Orbital gap**: 0.3769 Ha
**E_HOMO**: -0.49112 Eh
**Energy relative to the best compared isomer or geometry (same formula, charge and spin)**: 2.228 eV

***

DFT (the ωB97M-V functional and the def2-TZVPD basis) results for the molecule C18H13N3O3S at a distorted geometry.

Each line ends with the Löwdin charge.
CARTESIAN COORDINATES (ANGSTROEM)
O 2.779 -0.382 -0.797  0.10
C 1.603 -0.189 -1.018  -0.35
C 0.935 -0.613 -2.236  -0.21
C 1.513 -1.152 -3.368  0.02
C 0.451 -1.471 -4.231  -0.04
C -0.689 -1.113 -3.563  -0.09
O -0.406 -0.599 -2.370  0.04
N 0.794 0.485 -0.097  0.01
N -0.317 1.153 -0.473  0.19
C -0.700 1.793 0.611  -0.26
C -1.851 2.646 0.645  -0.22
C -2.744 2.955 -0.354  -0.01
C -3.678 3.838 0.221  -0.06
C -3.287 4.000 1.519  -0.12
O -2.189 3.286 1.781  0.07
N 0.091 1.550 1.691  0.16
C 1.010 0.739 1.243  -0.61
S 2.225 0.066 2.267  1.01
C 2.326 -1.682 1.690  -0.38
C 1.023 -2.195 1.166  -0.30
C 0.985 -2.881 -0.042  -0.06
C -0.221 -3.316 -0.565  -0.08
C -1.402 -3.060 0.109  -0.08
C -1.371 -2.392 1.322  -0.07
C -0.167 -1.967 1.851  -0.06
H 2.562 -1.284 -3.535  0.12
H 0.518 -1.905 -5.207  0.10
H -1.723 -1.180 -3.838  0.13
H -2.714 2.586 -1.358  0.11
H -4.521 4.291 -0.258  0.10
H -3.699 4.580 2.322  0.12
H 2.640 -2.217 2.588  0.09
H 3.109 -1.744 0.934  0.07
H 1.906 -3.074 -0.574  0.12
H -0.235 -3.845 -1.506  0.11
H -2.344 -3.382 -0.308  0.10
H -2.288 -2.196 1.857  0.11
H -0.147 -1.439 2.794  0.11

**Orbital gap**: 0.2927 Ha
**E_HOMO**: -0.30117 Eh
**Energy relative to the best compared isomer or geometry (same formula, charge and spin)**: 0.818 eV

***

DFT (the ωB97M-V functional and the def2-TZVPD basis) results for C18H54FeN4O8 as an isolated structure at a distorted geometry.

Each line ends with the Mulliken spin population.
CARTESIAN COORDINATES (ANGSTROEM)
Fe 2.895 21.467 34.564  4.02
C 4.821 19.284 36.090  -0.02
O 3.697 19.918 35.530  0.32
H 4.947 18.291 35.658  0.02
H 5.759 19.781 35.843  0.00
H 4.700 19.222 37.171  0.02
C 5.769 21.791 32.973  -0.03
O 4.338 21.910 33.181  0.53
H 6.375 22.426 33.620  0.03
H 6.195 20.792 33.065  0.02
H 6.040 22.138 31.976  0.01
O 1.241 21.279 35.730  0.03
H 0.809 20.541 36.160  0.00
H 0.541 21.914 35.580  0.00
O 1.857 20.188 33.142  0.05
H 2.142 19.279 33.052  0.00
H 1.706 20.483 32.244  0.00
C 2.487 17.045 30.848  0.00
C 3.491 17.331 31.939  0.00
C 4.572 18.448 31.522  -0.01
O 5.283 18.092 30.309  0.00
C 6.244 19.122 29.933  0.00
N 2.894 17.677 33.191  0.00
H 1.886 16.260 31.306  0.00
H 2.902 16.790 29.873  0.00
H 1.878 17.919 30.618  0.00
H 4.071 16.440 32.179  0.00
H 5.329 18.636 32.283  0.00
H 4.020 19.364 31.310  0.00
H 5.763 20.065 29.671  0.00
H 6.750 18.839 29.010  0.00
H 7.036 19.409 30.625  0.00
H 2.304 16.964 33.595  0.00
H 3.554 17.943 33.907  0.00
C 8.190 23.584 36.480  0.00
C 6.755 23.145 36.733  0.01
C 6.360 22.876 38.217  0.00
O 6.491 24.069 38.875  0.00
C 6.462 24.019 40.257  0.00
N 5.940 24.184 36.173  0.00
H 8.388 23.737 35.419  0.00
H 8.775 22.720 36.794  0.00
H 8.454 24.515 36.983  0.00
H 6.517 22.250 36.159  -0.02
H 6.951 22.160 38.788  0.00
H 5.308 22.628 38.363  0.00
H 5.466 23.642 40.493  0.00
H 6.438 25.010 40.710  0.00
H 7.195 23.383 40.753  0.00
H 6.520 24.713 35.537  0.00
H 5.915 24.752 37.008  0.00
C 1.217 13.853 36.588  0.00
C 1.162 15.198 35.872  0.00
C 1.888 16.346 36.591  0.00
O 1.411 16.550 37.896  0.00
C 2.298 17.309 38.754  0.00
N 1.871 15.090 34.577  0.00
H 2.230 13.577 36.883  0.00
H 0.907 13.049 35.920  0.00
H 0.562 13.775 37.456  0.00
H 0.196 15.635 35.620  0.00
H 1.728 17.259 36.018  0.00
H 2.947 16.099 36.667  0.00
H 3.086 16.584 38.959  0.00
H 1.806 17.576 39.689  0.00
H 2.648 18.221 38.270  0.00
H 2.688 14.504 34.681  0.00
H 1.315 14.486 33.989  0.00
C 10.145 14.823 37.616  0.00
C 10.000 14.997 36.098  0.00
C 8.655 15.593 35.633  0.00
O 8.675 16.008 34.260  0.00
C 7.594 16.821 33.890  0.00
N 11.200 15.722 35.622  0.00
H 9.978 15.743 38.176  0.00
H 11.106 14.464 37.982  0.00
H 9.461 14.057 37.983  0.00
H 10.102 14.031 35.604  0.00
H 8.533 16.534 36.169  0.00
H 7.869 14.928 35.992  0.00
H 7.360 17.572 34.644  0.00
H 6.679 16.238 33.790  0.00
H 7.766 17.309 32.930  0.00
H 10.908 16.247 34.810  0.00
H 11.527 16.445 36.247  0.00

**Total charge**: +1
**Orbital gap (alpha / beta)**: 0.2599 / 0.1869 Ha
**E_HOMO (alpha / beta)**: -0.39520 / -0.39520 Eh
**2S+1**: 6

***

DFT (the ωB97M-V functional and the def2-TZVPD basis) results for an isolated ion of composition C13H12ClFIN2O4S and charge +1 at a distorted geometry.

Each line ends with the Löwdin charge.
CARTESIAN COORDINATES (ANGSTROEM)
C 3.945 0.548 1.556  -0.13
C 2.619 -0.167 1.008  -0.67
Cl 1.282 0.462 2.060  0.66
C 2.408 0.129 -0.565  -0.17
C 1.115 0.881 -0.945  -0.14
C 1.359 2.237 -1.484  0.03
C 0.326 3.226 -1.869  0.01
C -1.066 2.862 -1.666  -0.04
C -1.347 1.513 -1.145  -0.15
C -2.773 1.151 -0.937  -0.52
I -4.406 2.495 -1.384  0.98
C -3.072 -0.159 -0.383  -0.06
N -2.085 -1.098 -0.095  0.00
C -2.678 -2.349 0.507  -0.11
O -3.777 -2.046 1.414  -0.12
N -3.135 -1.513 2.564  -0.01
O -3.371 -2.170 3.497  0.15
C -0.725 -0.898 -0.324  -0.11
S 0.324 -2.336 -0.004  0.79
O 0.774 -2.481 1.368  -0.25
O -0.381 -3.601 -0.299  -0.27
F 1.505 -2.561 -1.147  -0.16
C -0.317 0.468 -0.803  -0.04
H 3.924 0.569 2.679  0.08
H 3.849 1.633 1.238  0.08
H 4.879 0.107 1.126  0.09
H 2.839 -1.258 1.101  0.09
H 3.260 0.870 -0.717  0.11
H 2.753 -0.691 -1.240  0.12
H 2.421 2.585 -1.616  0.13
H 0.599 4.230 -2.276  0.13
H -1.844 3.617 -1.926  0.06
H -4.166 -0.357 -0.235  0.14
H -3.088 -3.040 -0.268  0.17
H -1.952 -2.856 1.208  0.13

**Total charge**: +1
**Orbital gap**: 0.2527 Ha
**E_HOMO**: -0.46747 Eh